Formula: C4H5N3
Source: the OMol25 dataset
Level of theory: ωB97M-V with the def2-TZVPD basis set

Geometry as XYZ:
```
12
Properties=species:S:1:pos:R:3:nbo_charge:R:1
C -0.13 -1.16 0.36 0.32
C -0.94 -1.29 -0.87 0.20
C 0.99 1.07 -0.45 -0.24
C -0.40 1.41 0.15 -0.28
H 0.61 -1.86 1.83 0.35
H 1.87 1.48 -0.02 0.22
H 1.11 0.49 -1.37 0.22
H -0.74 2.12 1.05 0.25
H -1.15 1.19 -0.63 0.22
N 0.00 -2.14 1.13 -0.53
N -1.63 -1.48 -1.81 -0.27
N 0.42 0.17 0.64 -0.46
```

Calculated values
energy above the lowest of the compared OMol25 structures with the same formula, charge and spin: 83.2 kcal/mol
charge: 0
SMILES: [H]/N=C(/C#N)N1CC1

Formula: C11H17F
Source: the OMol25 dataset
Level of theory: ωB97M-V with the def2-TZVPD basis set

Geometry as XYZ:
```
29
Properties=species:S:1:pos:R:3:nbo_charge:R:1
C -0.84 1.99 -0.28 -0.30
C 0.00 1.96 0.57 0.20
C -4.20 -0.29 1.67 -0.43
C -1.81 1.73 -1.19 0.35
C -3.74 -1.09 0.71 0.05
C -4.59 -2.14 0.07 -0.66
C -2.26 -0.96 0.32 -0.63
C 3.92 1.31 -1.46 -0.60
C 1.30 1.99 1.31 -0.49
C 3.09 1.05 -0.23 -0.40
C 2.33 2.31 0.19 -0.36
F -2.83 2.58 -1.14 -0.32
H -5.08 -0.39 2.21 0.19
H -3.50 0.38 2.02 0.18
H -4.12 -2.81 -0.57 0.21
H -5.43 -1.60 -0.56 0.22
H -5.23 -2.61 0.83 0.23
H -1.60 -0.96 1.09 0.21
H -2.16 0.02 -0.34 0.22
H -2.15 -1.82 -0.34 0.21
H 4.51 0.57 -1.90 0.22
H 4.52 2.13 -1.18 0.20
H 3.23 1.68 -2.23 0.20
H 1.11 2.71 2.15 0.24
H 1.62 1.09 1.82 0.24
H 2.36 0.28 -0.45 0.20
H 3.52 0.59 0.63 0.20
H 3.10 3.06 0.72 0.20
H 1.83 2.70 -0.61 0.21
```

Calculated values
energy above the lowest of the compared OMol25 structures with the same formula, charge and spin: 13.5 kcal/mol
charge: 0

no.,molar mass (Da),HOMO level (eV),gap between HOMO and LUMO (Eh)
1,95.11,-10.56,0.395
2,168.26,-8.45,0.282